{
  "formula": "C36H42As2CdF3O11S",
  "method": "ωB97M-V/def2-TZVPD",
  "orbital_gap_ev": 7.6,
  "total_charge": 1,
  "homo_energy_ev": -10.8,
  "lumo_energy_ev": -3.240,
  "multiplicity": 1,
  "elements": ["H", "As", "C", "H", "H", "H", "C", "H", "C", "H", "H", "C", "H", "C", "C", "H", "C", "C", "H", "H", "S", "H", "C", "H", "C", "H", "C", "C", "O", "H", "C", "C", "H", "H", "H", "C", "O", "H", "C", "F", "O", "H", "F", "H", "F", "O", "H", "C", "H", "C", "O", "H", "C", "H", "H", "C", "O", "H", "C", "C", "C", "C", "H", "H", "H", "O", "C", "H", "H", "C", "H", "O", "H", "H", "C", "C", "C", "C", "H", "C", "H", "O", "H", "C", "C", "H", "H", "Cd", "C", "O", "H", "C", "O", "H", "As", "C"],
  "coordinates": [[-2.608, -6.153, -2.119], [-1.486, -4.317, 1.410], [-0.421, -3.908, -2.861], [4.883, 0.495, -3.656], [-3.762, 3.419, 4.492], [-3.020, -5.920, -0.402], [3.051, 3.901, 0.681], [-1.897, 6.120, 0.792], [2.886, 5.282, 0.784], [2.402, -2.180, -2.674], [3.858, 7.178, 1.041], [0.088, -5.042, 2.319], [2.283, 1.012, -2.563], [3.239, 0.604, -2.241], [-0.301, -5.841, -0.679], [-5.898, -0.571, -0.620], [4.027, -0.104, -3.351], [-2.116, 4.159, 1.613], [-3.214, 7.202, 2.589], [-3.035, -7.549, -1.106], [2.826, -0.629, -0.939], [3.394, -0.259, -4.225], [6.465, 6.422, 1.221], [-3.328, 2.862, -1.359], [-2.948, -1.858, -2.558], [-3.656, 1.184, -0.888], [-1.936, -1.781, 0.303], [1.927, 3.026, 0.523], [-1.843, 1.446, -1.780], [-4.141, 5.844, 4.428], [0.982, 2.278, 0.387], [-2.448, 1.158, 3.915], [-0.023, -6.127, 2.290], [3.813, 1.398, -1.766], [-0.642, -5.007, -5.249], [-5.539, -1.058, 0.285], [-2.151, 1.352, 1.573], [5.310, -1.334, -2.113], [5.254, 5.556, 1.026], [6.141, 7.662, 1.615], [-0.528, -5.189, -3.179], [0.972, -5.363, -4.610], [7.181, 6.538, 0.083], [-0.290, -6.629, -4.576], [7.291, 5.901, 2.150], [-3.885, -3.203, 0.245], [0.057, -4.731, 3.364], [5.436, 4.182, 0.914], [-1.438, 1.982, -2.469], [-2.635, 3.384, 2.654], [-0.055, -3.051, -3.642], [1.034, -4.766, 1.871], [-2.539, -6.584, -1.121], [-3.513, -2.718, -2.201], [1.889, 5.697, 0.728], [-3.046, 6.133, 2.608], [-1.170, -6.849, -0.788], [4.466, 2.286, 0.671], [4.340, 3.359, 0.743], [-0.847, -3.558, -1.479], [-1.104, -2.395, 1.174], [-3.226, 1.818, -1.660], [-2.659, -2.026, -3.595], [-1.921, 1.691, 4.706], [4.787, -2.144, -3.586], [-4.103, -0.965, 0.310], [4.468, -1.464, -2.798], [1.479, 0.732, 2.805], [-5.921, -0.540, 1.161], [-3.567, 5.370, 3.644], [-5.853, -2.097, 0.299], [1.321, -0.628, -0.816], [-1.532, 3.674, 0.841], [3.487, -2.893, -1.442], [3.984, 6.107, 0.956], [-3.396, -2.100, 0.291], [1.557, -0.335, 2.620], [3.271, -2.007, -2.037], [-3.751, 1.658, -2.603], [-3.353, 4.003, 3.677], [-2.019, 0.169, 3.769], [1.288, -2.614, 1.286], [-3.569, -0.965, -2.515], [-2.392, 1.927, 2.627], [-0.091, -5.566, -4.495], [-3.490, 1.039, 4.221], [1.727, -0.881, 3.546], [-0.388, 0.739, 0.144], [-0.856, -4.455, -0.489], [0.877, -6.044, -0.576], [6.435, 3.770, 0.968], [-2.312, 5.527, 1.597], [0.292, -0.746, 2.057], [2.369, -0.535, 1.925], [-1.261, -1.591, -1.563], [0.289, -1.973, 1.444]],
  "lowdin_charge": [0.092, 1.375, -0.539, 0.115, 0.115, 0.062, -0.258, 0.109, -0.014, 0.093, 0.124, -0.284, 0.090, -0.285, -0.578, 0.095, -0.215, -0.019, 0.112, 0.102, 0.966, 0.116, -0.583, 0.086, -0.232, 0.060, -0.350, -0.179, -0.248, 0.111, -0.150, 0.011, 0.038, 0.075, 0.100, -0.008, -0.061, 0.117, -0.119, 0.142, -0.039, 0.104, 0.144, 0.103, 0.140, 0.046, 0.035, -0.002, 0.094, -0.160, 0.052, 0.021, -0.036, 0.041, 0.116, -0.059, -0.011, 0.109, -0.024, -0.227, -0.306, -0.116, 0.039, 0.100, 0.121, -0.070, -0.236, 0.084, 0.098, -0.061, 0.092, -0.741, 0.086, 0.102, 0.003, -0.594, -0.031, -0.298, 0.088, -0.021, 0.082, 0.095, 0.020, -0.369, 0.005, 0.101, 0.107, 1.356, -0.241, 0.144, 0.128, -0.060, -0.157, 0.068, 1.322, -0.564]
}



{
  "formula": "C36H42Br2N3O7TeZr",
  "method": "ωB97M-V/def2-TZVPD",
  "s_squared": 0.755,
  "orbital_gap_ev": [7.9, 5.8],
  "total_charge": 0,
  "homo_energy_ev": [-7.9, -7.9],
  "lumo_energy_ev": [-0.043, -2.086],
  "multiplicity": 2,
  "elements": ["C", "H", "C", "N", "H", "C", "O", "H", "H", "H", "Te", "H", "H", "H", "C", "O", "C", "O", "C", "H", "H", "C", "H", "H", "N", "C", "C", "H", "H", "C", "C", "H", "Br", "H", "H", "H", "C", "H", "H", "H", "H", "H", "O", "Br", "H", "C", "C", "H", "C", "C", "Zr", "H", "C", "C", "H", "H", "H", "H", "C", "C", "C", "H", "C", "C", "C", "H", "C", "H", "C", "H", "C", "H", "C", "C", "C", "H", "C", "O", "C", "C", "N", "H", "O", "C", "H", "H", "C", "H", "H", "H", "C", "O"],
  "coordinates": [[-3.354, 1.276, 0.280], [2.412, 0.244, 1.124], [-0.987, -5.544, -3.632], [1.911, 0.563, 1.948], [4.629, -3.528, -0.299], [3.634, -0.451, -1.230], [1.522, 2.799, 0.889], [-1.387, 4.131, -1.133], [2.506, 1.620, 3.678], [1.678, 1.399, -0.989], [-0.318, -2.315, -0.782], [6.410, -1.517, 0.101], [-2.413, -5.610, -1.225], [-0.846, -6.393, -1.081], [-1.346, 6.534, 2.597], [-2.683, 1.421, 1.547], [2.599, -2.944, -0.576], [-1.266, 1.903, -0.633], [-2.273, 1.075, -0.803], [4.030, 0.526, -1.484], [-1.305, 4.486, 6.755], [-0.650, -5.047, -4.876], [1.642, 0.866, -2.650], [-0.734, 5.782, -1.218], [-0.931, 3.974, 1.568], [-1.037, 4.178, 2.909], [-0.923, 3.177, 5.090], [6.484, -1.881, -1.616], [-1.082, -2.281, 3.807], [5.989, -1.256, -0.871], [1.420, 0.552, -1.628], [-2.253, 0.540, 1.706], [-0.607, 1.700, 6.217], [-1.524, 7.527, 2.986], [0.351, 0.388, -1.567], [-0.251, -0.752, 4.117], [3.966, -2.715, -0.571], [1.379, -4.218, 0.636], [0.319, 4.407, -0.841], [-3.759, -0.829, 0.516], [6.241, -0.218, -1.082], [-1.030, -6.918, -5.865], [-2.358, 0.263, -1.698], [-1.776, 7.186, 5.714], [0.188, -5.915, -6.655], [-1.227, 4.420, 5.679], [-0.677, 4.829, -0.696], [-3.378, 3.426, 0.116], [-1.338, -5.426, -1.196], [2.247, -0.635, -1.257], [-0.225, 1.641, 1.144], [0.296, -1.209, -5.054], [2.119, 2.981, 2.052], [-0.111, -2.919, -3.841], [-4.873, 2.723, 0.750], [-4.507, 2.604, -0.979], [-0.276, -0.811, -3.437], [-1.148, 7.155, 0.570], [-4.308, 0.096, 0.337], [0.344, -1.504, -4.006], [-0.359, -1.289, 2.048], [2.884, -4.956, 0.087], [-0.434, -3.452, -2.583], [-1.145, 6.328, 1.266], [-4.073, 2.593, 0.021], [-5.024, 0.248, 1.145], [-0.821, 3.032, 3.729], [-1.889, -0.713, 3.503], [-1.397, 5.521, 4.895], [0.026, -3.310, -5.931], [2.653, 1.651, 2.600], [1.548, -4.764, -1.049], [2.068, -4.296, -0.207], [1.746, -1.887, -0.919], [-0.757, -5.892, -6.110], [-4.845, -0.008, -0.605], [-0.950, -1.261, 3.448], [0.484, -2.195, 1.798], [-0.928, 5.021, 0.766], [-0.896, -4.767, -2.476], [-0.738, -0.390, 1.159], [1.807, -0.251, 2.543], [-0.459, 1.905, 3.153], [-0.222, -3.726, -4.961], [-1.335, -6.567, -3.545], [1.378, -1.386, -3.672], [-1.282, 5.437, 3.482], [-1.131, -4.855, -0.293], [3.728, 1.606, 2.396], [-1.513, -5.496, -6.790], [4.505, -1.471, -0.891], [2.214, 4.033, 2.633]],
  "lowdin_charge": [-0.519, 0.078, -0.017, -0.004, 0.122, -0.015, -0.234, 0.067, 0.127, 0.062, 1.877, 0.084, 0.090, 0.088, -0.007, -0.105, -0.287, -0.225, -0.592, 0.127, 0.096, -0.261, 0.103, 0.081, 0.096, -0.136, -0.589, 0.085, 0.080, -0.046, -0.077, 0.032, 0.799, 0.083, 0.018, 0.056, -0.001, 0.062, 0.085, 0.086, 0.076, 0.074, 0.059, 0.776, 0.083, -0.163, -0.016, 0.073, -0.084, -0.320, 1.849, 0.086, -0.631, -0.284, 0.095, 0.102, 0.063, 0.114, -0.004, -0.053, -0.785, 0.085, -0.367, 0.007, 0.009, 0.093, -0.375, 0.071, -0.618, 0.121, -0.126, 0.074, -0.065, -0.342, -0.047, 0.094, -0.019, -0.162, -0.283, -0.320, -0.223, 0.090, -0.258, -0.010, 0.120, 0.081, -0.176, 0.023, 0.126, 0.085, -0.259, 0.096]
}



{
  "formula": "C36H42CaN2O7PS",
  "method": "ωB97M-V/def2-TZVPD",
  "orbital_gap_ev": 7.7,
  "total_charge": -1,
  "homo_energy_ev": -5.7,
  "lumo_energy_ev": 2.038,
  "multiplicity": 1,
  "elements": ["H", "H", "H", "C", "C", "H", "C", "H", "H", "H", "C", "C", "H", "C", "S", "H", "C", "H", "C", "H", "H", "C", "C", "C", "C", "C", "O", "C", "P", "O", "H", "H", "H", "C", "H", "H", "H", "H", "H", "H", "C", "C", "C", "H", "C", "C", "H", "H", "C", "H", "C", "C", "H", "C", "H", "C", "N", "H", "H", "O", "O", "C", "H", "C", "N", "C", "H", "H", "H", "O", "H", "C", "H", "H", "C", "Ca", "C", "C", "H", "O", "H", "C", "C", "H", "O", "C", "H", "H", "C", "H"],
  "coordinates": [[-0.015, -6.516, -1.968], [-2.219, -1.297, -3.878], [-2.696, 2.607, -2.281], [0.140, -0.389, -6.190], [-0.730, 1.665, -5.316], [-0.583, 1.768, -8.699], [1.516, -1.059, -3.372], [1.505, 4.087, -0.543], [0.531, -1.389, -6.037], [-2.341, -3.327, -0.312], [-2.089, 5.218, 1.410], [-0.861, 2.162, -6.608], [0.777, 1.883, 3.778], [1.695, 3.065, -0.206], [0.353, -3.754, -1.118], [-4.544, 1.588, 2.268], [0.305, 1.406, 2.911], [3.119, -4.189, -1.409], [2.812, -4.743, -0.530], [-0.226, -2.679, 0.670], [4.791, -5.396, -0.029], [-3.586, 1.942, 2.650], [-3.007, 2.995, 1.742], [-2.635, 4.241, 2.236], [-2.271, 3.682, -0.462], [-2.102, -6.938, -1.680], [4.378, 0.623, 0.528], [-0.487, 1.382, -7.692], [-0.119, -0.213, -3.355], [-0.102, -0.326, 4.475], [-0.890, -2.461, -4.084], [-2.150, 4.275, -2.526], [-4.366, -4.765, -0.396], [-1.926, 4.925, 0.063], [-1.510, 5.679, -0.601], [1.569, -1.893, -4.078], [-1.000, 3.008, -2.051], [-2.190, 6.782, 2.891], [0.003, 3.205, 1.097], [-2.931, 1.067, 2.704], [-1.272, -1.645, -3.462], [-2.287, -4.345, -0.682], [-1.076, -4.850, -1.118], [-1.477, -2.010, -2.457], [-1.655, 6.548, 1.970], [-2.813, 2.718, 0.387], [-3.721, 2.325, 3.661], [-0.655, 1.902, 2.736], [1.061, -5.424, 0.992], [0.310, -0.511, -8.324], [-0.973, -6.138, -1.628], [-3.416, -5.154, -0.737], [-2.775, 4.454, 3.292], [3.162, 0.502, 0.609], [-1.835, 7.356, 1.258], [2.477, 1.051, 1.880], [0.002, -2.466, -0.305], [1.690, 1.382, -1.172], [2.425, 0.208, 2.573], [-2.023, 0.633, -0.250], [-0.164, -0.866, 2.294], [1.477, -4.762, -0.157], [-1.252, 3.159, -6.764], [-0.232, 0.385, -5.090], [1.116, 1.562, 1.701], [-3.095, 1.317, -0.138], [2.779, 2.931, -0.150], [0.017, -5.412, 1.278], [4.068, -6.598, 2.004], [1.146, 2.194, -1.194], [-0.586, 6.549, 2.202], [3.338, -6.084, 1.392], [-2.031, -7.946, -2.069], [-1.016, 2.277, -4.468], [-2.018, 3.379, -1.915], [0.070, -0.040, 0.169], [3.746, -5.413, 0.249], [-0.002, -0.067, 3.281], [1.687, -6.597, 2.668], [2.389, -0.082, -0.240], [3.136, 1.806, 2.325], [-3.324, -6.446, -1.233], [1.056, 2.918, 1.164], [1.553, 3.636, 1.838], [-4.239, 0.961, -0.396], [1.998, -6.087, 1.766], [2.287, -0.329, -3.623], [1.747, -1.422, -2.369], [0.016, 0.103, -7.480], [-4.206, -7.073, -1.276]],
  "lowdin_charge": [0.113, 0.045, 0.082, -0.100, -0.094, 0.095, -0.294, 0.119, 0.093, 0.111, -0.288, -0.091, 0.127, -0.212, 1.001, 0.084, -0.109, 0.110, -0.076, 0.007, 0.106, -0.026, -0.221, -0.023, -0.212, -0.084, 0.012, -0.104, 0.944, 0.004, 0.037, 0.078, 0.109, -0.031, 0.115, 0.028, 0.058, 0.069, 0.105, 0.084, -0.281, -0.072, -0.397, -0.008, -0.062, -0.072, 0.075, 0.110, -0.067, 0.096, -0.089, -0.065, 0.111, -0.671, 0.071, -0.094, -0.399, 0.027, 0.135, -0.206, -0.188, -0.385, 0.099, -0.384, -0.254, -0.667, 0.120, 0.120, 0.102, -0.132, 0.075, -0.079, 0.102, 0.083, -0.038, 1.350, -0.073, -0.690, 0.106, -0.202, 0.129, -0.087, -0.163, 0.132, 0.032, -0.069, 0.048, -0.007, -0.097, 0.100]
}



The records above yield energy relative to the best compared isomer or geometry (same formula, charge and spin) values of 7.3; 0.0; 0.0 kcal/mol, respectively.